Record 1
Here is one molecule with the formula C4H13NSi2 in a non-equilibrium geometry from the OMol25 dataset. Energies are from wB97M-V/def2-TZVPD.

Results
HOMO-LUMO gap (alpha / beta) = 6.34 / 7.09 eV

Last column: natural (NBO) charge in e.
Cartesian coordinates (Å):
C -1.3508 -2.9152 1.6960  -1.0827
C -1.1727 0.0637 0.7315  -1.3594
C 1.9043 2.5634 -1.0137  -0.4208
C 0.8904 0.6279 -1.8525  -0.1486
N 0.9477 1.4929 -0.8617  -0.6142
Si -0.7836 -1.7494 0.3049  1.1277
Si 0.3058 1.2614 0.7585  0.8406
H -0.5246 -3.1413 2.3658  0.2395
H -2.1476 -2.4823 2.2953  0.2355
H -1.9356 0.4432 0.0468  0.2559
H -1.6159 0.1127 1.7275  0.2690
H 1.7646 3.0526 -1.9811  0.2055
H 1.7600 3.2903 -0.2191  0.2263
H 2.9295 2.1879 -0.9626  0.2110
H -1.7108 -3.8581 1.2965  0.2385
H 0.1791 -0.1755 -1.8045  0.1863
H 1.5923 0.6699 -2.6659  0.1788
H 0.6617 -1.9445 0.1042  -0.1866
H -1.4758 -2.1245 -0.9420  -0.1877
H -0.2180 2.6249 0.9762  -0.2144

---

Record 2
Here is a 2-piece molecular cluster, H2N2O overall in a non-equilibrium geometry from the OMol25 dataset. Energies are from wB97M-V/def2-TZVPD.

Results
HOMO-LUMO gap = 10.64 eV

Last column: natural (NBO) charge in e.
Cartesian coordinates (Å):
N 0.7476 -0.0507 0.3582  -0.2290
N -0.3611 -0.2672 -0.4419  -0.1031
O 0.8862 0.1069 -0.9876  -0.2698
H 1.3302 -0.9266 0.7261  0.3218
H -0.8434 1.0773 -0.2685  0.2801

---

Record 3
Here is a 2-piece molecular cluster, C5H11Cl4O2P overall in a non-equilibrium geometry from the OMol25 dataset. Energies are from wB97M-V/def2-TZVPD.

Results
HOMO-LUMO gap = 8.94 eV
Structure (SMILES) = ClC(Cl)(Cl)Cl.CCOCCOP

Last column: natural (NBO) charge in e.
Cartesian coordinates (Å):
C 2.1541 0.1149 -0.6179  -0.6408
C 0.8854 0.7012 -1.3447  -0.0659
O -0.0448 1.0805 -0.3405  -0.5567
C -1.2187 1.6795 -0.9004  -0.1042
C -2.5429 0.9683 -0.4726  -0.0974
O -3.1215 0.0933 -1.4825  -0.7759
P -2.0930 -1.2461 -1.6365  0.5362
H 2.0005 0.3462 0.4565  0.2273
H 2.1630 -0.9867 -0.7585  0.2069
H 3.0872 0.5421 -1.0239  0.2120
H 0.5231 -0.0929 -2.0279  0.1767
H 1.1244 1.5895 -1.9689  0.1572
H -1.1095 1.7875 -2.0006  0.1937
H -1.2583 2.7042 -0.4584  0.1866
H -3.2874 1.7103 -0.1363  0.2013
H -2.2866 0.3119 0.3923  0.1890
H -2.5530 -2.2761 -0.7684  -0.0317
H -2.1468 -1.6943 -2.9832  -0.0173
C 1.9441 -1.4664 3.6142  -0.2221
Cl 3.3860 -2.3009 3.0087  0.0507
Cl 1.0363 -0.7946 2.2500  0.0725
Cl 0.9242 -2.6163 4.4981  0.0500
Cl 2.4341 -0.1552 4.7014  0.0521

---

Record 4
Here is C7H5ClO4S2 as an isolated structure in a non-equilibrium geometry from the OMol25 dataset. Energies are from wB97M-V/def2-TZVPD.

Results
HOMO-LUMO gap (alpha / beta) = 7.75 / 7.67 eV
Expectation value of S² = 2.034
2S+1 = 3

Last column: Löwdin spin population.
Cartesian coordinates (Å):
C 2.8595 0.1482 -0.4455  0.1103
C 2.2476 -1.0622 -0.2521  -0.0099
C 2.1695 1.2953 -0.1572  -0.0024
C 0.9087 -1.0666 0.1424  0.1147
C 0.9094 1.3524 0.3766  0.0853
C 0.2235 0.1026 0.5738  0.0354
C -1.0997 -0.0483 1.0552  0.4729
O -1.6051 -2.5095 0.1704  0.0090
O -3.4167 -1.2471 1.1273  0.0253
O -4.1851 1.2237 -0.8135  0.2824
O -2.4286 -0.3807 -1.1719  0.1022
S -2.1977 -1.2690 0.3682  0.0643
S -2.7986 1.1435 -1.1459  0.4933
Cl -2.0835 1.3573 1.1915  0.2066
H 3.9079 0.3525 -0.9127  0.0040
H 2.8462 -1.8801 -0.5812  -0.0032
H 2.7324 2.3122 -0.2993  -0.0016
H 0.4957 -2.0670 0.2340  0.0046
H 0.5147 2.2428 0.5399  0.0067

---

Record 5
Here is C3H12N3O2PSi as an isolated structure in a non-equilibrium geometry from the OMol25 dataset. Energies are from wB97M-V/def2-TZVPD.

Results
HOMO-LUMO gap = 6.34 eV

Last column: natural (NBO) charge in e.
Cartesian coordinates (Å):
C 0.4312 2.7141 0.5209  -0.0852
C -2.1746 0.7475 0.6305  -1.1228
C -1.8098 -1.9565 -0.7356  -1.1688
N 1.4249 -0.5402 1.3389  -0.6869
N 0.4187 0.3864 -0.7956  -1.4088
N 2.6690 -1.1990 -1.1034  -1.1708
O 2.9180 1.0766 0.0591  -1.1271
O 0.0936 -1.2041 1.2020  -0.7690
Si -0.8559 -0.4964 -0.0174  1.9859
P 1.9101 0.0638 -0.2041  2.2776
H 1.3137 2.9366 0.0879  0.1972
H -0.5607 3.0763 0.1870  0.2016
H 0.4797 1.8640 1.3006  0.2432
H -2.4631 1.4252 -0.0976  0.2282
H -3.0885 0.2676 0.8036  0.2359
H -1.9856 1.3452 1.4742  0.2302
H -1.2716 -2.9147 -0.8511  0.2569
H -2.7917 -2.1705 -0.2775  0.2529
H -2.0406 -1.8790 -1.8267  0.2509
H 1.9966 -1.3090 1.7365  0.3893
H 2.0057 -1.6085 -1.8280  0.3896
H 3.3808 -0.6255 -1.6044  0.4001